## a
C16H19N3O3S | ωB97M-V/def2-TZVPD

The HOMO energy is -8.52 eV. As for the SMILES: CCCCCOC(=O)CSc1nnc(-c2ccccc2)c(=O)[nH]1. The value obtained for the orbital gap is 8.224 eV. The LUMO energy is -0.30 eV.

CARTESIAN COORDINATES (ANGSTROEM)
C (-5.6963, -2.0654, -1.4680)
C (-5.4632, -3.0057, -0.2921)
C (-4.0550, -2.9228, 0.3006)
C (-3.7199, -1.5628, 0.9268)
C (-2.9173, -0.6711, -0.0101)
O (-2.7003, 0.5853, 0.6440)
C (-2.1743, 1.5476, -0.0941)
O (-1.9720, 1.4935, -1.2775)
C (-1.9443, 2.7903, 0.7586)
S (-0.4371, 3.6362, 0.2179)
C (0.6246, 2.2585, 0.1759)
N (0.1802, 1.1086, 0.5788)
N (0.9671, 0.0469, 0.5098)
C (2.1926, 0.1021, 0.0731)
C (2.9427, -1.1525, 0.0582)
C (2.4131, -2.2580, 0.7334)
C (3.0858, -3.4618, 0.7431)
C (4.2974, -3.5881, 0.0795)
C (4.8274, -2.5012, -0.5948)
C (4.1603, -1.2899, -0.6098)
C (2.7964, 1.3730, -0.3710)
O (3.9195, 1.5883, -0.7639)
N (1.8863, 2.4308, -0.2851)
H (-6.6760, -2.2483, -1.9043)
H (-5.6597, -1.0263, -1.1522)
H (-4.9450, -2.2234, -2.2386)
H (-6.1936, -2.7912, 0.4915)
H (-5.6323, -4.0328, -0.6243)
H (-3.3222, -3.1547, -0.4745)
H (-3.9724, -3.6943, 1.0683)
H (-4.6378, -1.0454, 1.2105)
H (-3.1296, -1.7019, 1.8333)
H (-1.9382, -1.1107, -0.2292)
H (-3.4353, -0.4922, -0.9568)
H (-2.7557, 3.5035, 0.6114)
H (-1.8590, 2.5179, 1.8085)
H (1.4720, -2.1440, 1.2477)
H (2.6686, -4.3069, 1.2709)
H (4.8253, -4.5304, 0.0896)
H (5.7692, -2.5956, -1.1149)
H (4.5843, -0.4522, -1.1381)
H (2.2082, 3.3426, -0.5926)



## b
C16H19N3O3S | ωB97M-V/def2-TZVPD

The HOMO energy is -8.01 eV. As for the SMILES: Cc1ccccc1-c1nnc(SCCC(=O)N2CCOCC2)o1. The value obtained for the orbital gap is 8.503 eV. The LUMO energy is 0.50 eV.

CARTESIAN COORDINATES (ANGSTROEM)
C (0.3890, -2.2240, -4.5939)
C (1.6826, -2.1064, -4.0544)
C (2.7483, -2.8859, -4.6128)
C (4.0424, -2.7283, -4.3514)
C (4.2121, -1.9123, -3.4142)
C (3.4376, -1.1225, -2.7746)
C (2.1778, -1.1359, -3.2302)
C (1.0425, -0.6462, -2.4298)
N (-0.2016, -0.5760, -2.6616)
N (-0.7587, 0.4197, -1.7297)
C (0.4406, 0.6977, -0.9450)
S (0.2718, 1.7996, 0.2274)
C (-1.7746, 2.1913, 0.2918)
C (-2.2116, 0.8739, 0.9356)
C (-1.6521, 0.1880, 2.0331)
O (-0.7690, -0.6155, 1.8747)
N (-1.7760, 1.0458, 3.2035)
C (-2.5442, 2.0676, 3.5600)
C (-3.4349, 1.5595, 4.7205)
O (-2.9006, 0.9446, 5.7781)
C (-1.8008, -0.0234, 5.4548)
C (-0.8260, 0.4583, 4.4158)
O (1.4405, 0.3168, -1.4417)
H (0.1539, -1.3770, -4.9672)
H (-0.2569, -2.4613, -3.7928)
H (0.5684, -2.9060, -5.5203)
H (2.5967, -3.5334, -5.6042)
H (5.0647, -3.1162, -4.8353)
H (5.3292, -1.9394, -2.9807)
H (3.7857, -0.6205, -1.7072)
H (-1.9196, 2.4475, -0.5497)
H (-1.7892, 3.0445, 0.9912)
H (-3.3000, 0.9975, 1.1401)
H (-2.3047, 0.0628, 0.0074)
H (-3.1827, 2.2564, 2.8920)
H (-1.9773, 2.9019, 4.0214)
H (-4.1166, 2.2267, 5.1735)
H (-4.1097, 0.7986, 4.2186)
H (-1.4063, -0.3791, 6.4649)
H (-2.7284, -0.7805, 5.0011)
H (-0.4519, -0.7567, 4.1615)
H (-0.3837, 1.1629, 4.9045)



Question: which arrangement is favored energetically? Ranking from most to least stable: a, b.



## a
C8H34N2O8 | ωB97M-V/def2-TZVPD

The HOMO energy is -8.77 eV. As for the SMILES: COC[C@H](C)N.COC[C@H](C)N.O.O.O.O.O.O. The value obtained for the orbital gap is 8.943 eV. The LUMO energy is 0.17 eV.

CARTESIAN COORDINATES (ANGSTROEM)
C (-3.7857, -3.5772, 1.3207)
O (-3.7044, -2.1307, 1.4828)
C (-2.5074, -1.6542, 2.0865)
C (-2.6508, -0.1500, 2.5767)
C (-3.9761, 0.0816, 3.3848)
N (-2.6040, 0.8477, 1.4963)
H (-2.8185, -4.0391, 1.1226)
H (-4.4698, -3.7447, 0.4888)
H (-4.2405, -3.9178, 2.2509)
H (-2.4623, -2.1308, 3.0657)
H (-1.6205, -1.9389, 1.5205)
H (-1.8411, 0.0515, 3.2780)
H (-4.0225, 1.0865, 3.8045)
H (-4.2339, -0.6770, 4.1239)
H (-4.8136, 0.1022, 2.6875)
H (-3.2525, 0.5184, 0.7955)
H (-1.6427, 0.7449, 1.2039)
C (2.4740, 1.8990, -3.1151)
O (2.8987, 0.5341, -3.0938)
C (3.0765, -0.1106, -1.7859)
C (4.0138, 0.5954, -0.7115)
C (5.3871, 0.8880, -1.2954)
N (4.1141, -0.0497, 0.6011)
H (1.5751, 2.1039, -2.5336)
H (2.2645, 2.1947, -4.1431)
H (3.2369, 2.5922, -2.7609)
H (2.0871, -0.3291, -1.3841)
H (3.5120, -1.1013, -1.9158)
H (3.5885, 1.5950, -0.6215)
H (6.0028, 0.0101, -1.4907)
H (5.9594, 1.5189, -0.6152)
H (5.3154, 1.4806, -2.2074)
H (4.8640, 0.3097, 1.1743)
H (4.3269, -1.0370, 0.5902)
O (0.0819, 4.0004, 0.7669)
H (0.5142, 4.5808, 1.3933)
H (0.5409, 3.1653, 0.8572)
O (1.4840, 1.4689, 1.1951)
H (2.1704, 0.8370, 0.9815)
H (1.3677, 1.3861, 2.1416)
O (-1.3451, 0.8915, -2.3991)
H (-1.0451, 1.7994, -2.3534)
H (-2.2939, 0.9463, -2.2855)
O (-2.6794, -1.6547, -2.7848)
H (-2.0834, -0.9302, -2.5947)
H (-3.4756, -1.4448, -2.2967)
O (-0.6235, -3.0864, -1.0260)
H (-1.1643, -2.8396, -1.7763)
H (-0.5936, -2.2991, -0.4825)
O (-0.4467, -0.1395, -0.1234)
H (0.2318, 0.3840, 0.3030)
H (-0.6907, 0.3683, -0.8973)



## b
C8H34N2O8 | ωB97M-V/def2-TZVPD

The HOMO energy is -9.42 eV. As for the SMILES: COC[C@H](C)N.COC[C@H](C)N.O.O.O.O.O.O. The value obtained for the orbital gap is 9.962 eV. The LUMO energy is 0.54 eV.

CARTESIAN COORDINATES (ANGSTROEM)
C (3.9878, -0.1516, 4.6711)
O (2.6535, -0.1690, 4.1913)
C (1.7624, 0.7105, 4.8262)
C (0.3488, 0.3028, 4.5010)
C (0.0789, 0.0912, 3.0382)
N (-0.5850, 1.3004, 5.0097)
H (4.5254, -0.9246, 4.1213)
H (3.9886, -0.4973, 5.7064)
H (4.5202, 0.7733, 4.5046)
H (1.8685, 0.7121, 5.8764)
H (1.8701, 1.7069, 4.4221)
H (0.1381, -0.6114, 5.0651)
H (-0.8232, -0.3706, 2.7078)
H (0.8353, -0.6374, 2.7235)
H (0.2774, 1.0307, 2.4907)
H (-1.0449, 1.7702, 4.3040)
H (-1.3628, 0.8362, 5.5304)
C (-4.9276, -3.0375, -3.4701)
O (-4.1644, -2.1867, -4.3213)
C (-3.0408, -1.6594, -3.6456)
C (-2.3897, -0.5780, -4.4583)
C (-1.9114, -1.0437, -5.8149)
N (-1.4200, 0.1867, -3.6780)
H (-5.8792, -3.1963, -4.0053)
H (-5.0619, -2.5844, -2.5017)
H (-4.4969, -4.0688, -3.2037)
H (-3.4012, -1.1570, -2.7516)
H (-2.3239, -2.4618, -3.3829)
H (-3.2504, 0.1622, -4.6090)
H (-2.5142, -1.8510, -6.2998)
H (-0.9565, -1.4358, -5.6532)
H (-1.7928, -0.2636, -6.5426)
H (-1.3187, 1.1402, -3.9954)
H (-0.4784, -0.1673, -3.7292)
O (-1.3021, 0.3096, -0.8848)
H (-1.4607, -0.5962, -0.5733)
H (-1.7552, 0.3997, -1.7375)
O (2.4817, 1.6295, -2.3899)
H (3.2242, 2.2804, -2.4223)
H (2.1219, 1.6258, -1.4960)
O (1.6040, 3.3500, 2.1176)
H (1.0559, 3.8026, 2.7480)
H (1.0876, 3.0654, 1.3729)
O (3.3451, 0.2082, 1.3184)
H (3.6399, 1.1587, 1.2839)
H (3.2056, 0.0070, 2.2974)
O (2.3715, -1.4112, -1.4533)
H (2.3322, -0.5965, -1.9142)
H (2.7331, -1.1713, -0.5812)
O (0.6476, 1.8118, 0.2128)
H (1.1068, 1.0891, 0.6782)
H (-0.1501, 1.3672, -0.2035)



Question: which arrangement is favored energetically? Ranking from most to least stable: b, a.



## a
C24H74N6O10 | ωB97M-V/def2-TZVPD

The HOMO energy is -8.43 eV. As for the SMILES: COC[C@H](C)N.COC[C@H](C)N.COC[C@H](C)N.COC[C@H](C)N.COC[C@H](C)N.COC[C@H](C)N.O.O.O.O. The value obtained for the orbital gap is 9.027 eV. The LUMO energy is 0.60 eV.

CARTESIAN COORDINATES (ANGSTROEM)
C (-2.0848, 0.6619, 2.5370)
O (-2.7528, -0.5542, 2.3623)
C (-3.7803, -0.7512, 3.2914)
C (-3.3666, -1.4765, 4.5685)
C (-2.6591, -2.7742, 4.1950)
N (-4.5348, -1.6109, 5.3615)
H (-1.4588, 0.7591, 3.4284)
H (-2.8446, 1.4294, 2.6407)
H (-1.4609, 0.7261, 1.6601)
H (-4.2139, 0.2194, 3.5345)
H (-4.5748, -1.3639, 2.8051)
H (-2.6871, -0.8150, 5.1318)
H (-2.3384, -3.2000, 5.1566)
H (-1.7919, -2.6064, 3.5546)
H (-3.2940, -3.5290, 3.7186)
H (-4.3073, -1.7067, 6.3397)
H (-5.1372, -2.3499, 5.0245)
C (4.8503, -0.4229, 1.1395)
O (3.9127, 0.3505, 1.8782)
C (3.1778, 1.2370, 1.0542)
C (4.0019, 2.3221, 0.4506)
C (4.8014, 3.1055, 1.5491)
N (3.0379, 3.1636, -0.2923)
H (5.2896, -1.1406, 1.8135)
H (5.6252, 0.2289, 0.7054)
H (4.3656, -0.8509, 0.2489)
H (2.6995, 0.7202, 0.2058)
H (2.3248, 1.6327, 1.6274)
H (4.7177, 1.9022, -0.2714)
H (5.5087, 2.4089, 1.9748)
H (4.1250, 3.3865, 2.3517)
H (5.1949, 4.0428, 1.1722)
H (2.5032, 3.5986, 0.4587)
H (3.5265, 3.9769, -0.6340)
C (-1.7822, -5.2898, -6.0781)
O (-1.5451, -4.0291, -5.5263)
C (-2.0627, -3.9241, -4.2074)
C (-1.6400, -2.5527, -3.6386)
C (-0.1371, -2.5428, -3.4865)
N (-2.3084, -2.4648, -2.3273)
H (-1.3759, -6.1254, -5.5023)
H (-1.1751, -5.3666, -6.9777)
H (-2.8242, -5.5050, -6.3419)
H (-3.1623, -4.0014, -4.2559)
H (-1.6502, -4.7108, -3.5359)
H (-2.0214, -1.7374, -4.2542)
H (0.2032, -3.3716, -2.8684)
H (0.1002, -1.5994, -2.9807)
H (0.3189, -2.5768, -4.4846)
H (-1.6183, -2.7201, -1.6313)
H (-3.1753, -2.9950, -2.2660)
C (1.3705, -4.2559, 4.5671)
O (1.6386, -4.7854, 3.2871)
C (2.0387, -3.8132, 2.3639)
C (0.9499, -2.8115, 1.9016)
C (-0.2395, -3.5533, 1.2549)
N (1.6231, -1.9337, 0.9481)
H (1.4496, -5.0269, 5.3275)
H (0.4159, -3.7466, 4.6927)
H (2.1079, -3.4898, 4.8333)
H (2.8715, -3.2075, 2.7497)
H (2.3833, -4.3398, 1.4759)
H (0.5879, -2.3246, 2.8202)
H (-0.2783, -4.5119, 1.7335)
H (-0.0164, -3.7655, 0.1980)
H (-1.1319, -2.9474, 1.3546)
H (2.3772, -1.4095, 1.3804)
H (0.9785, -1.3257, 0.4569)
C (-0.6433, 3.5061, 0.3844)
O (-0.8693, 4.7513, 1.0389)
C (0.3074, 5.2782, 1.5582)
C (0.9551, 4.5938, 2.6938)
C (-0.0331, 4.3471, 3.8738)
N (2.1133, 5.3211, 3.1670)
H (-1.6295, 3.1251, 0.0892)
H (-0.2450, 2.7561, 1.0817)
H (0.0283, 3.6706, -0.4717)
H (1.0749, 5.4435, 0.7842)
H (0.0096, 6.2566, 1.9314)
H (1.3043, 3.5959, 2.4381)
H (0.4409, 3.8141, 4.6974)
H (-0.9020, 3.7995, 3.4776)
H (-0.4139, 5.2874, 4.2964)
H (1.9688, 6.1801, 3.6900)
H (2.7581, 5.6361, 2.4645)
C (-3.1915, 2.2227, -2.6414)
O (-2.2248, 2.5026, -3.5548)
C (-1.4732, 1.3171, -3.8956)
C (-0.4062, 1.7017, -4.9077)
C (0.3504, 0.5019, -5.3169)
N (0.4204, 2.7696, -4.2305)
H (-3.6582, 3.0823, -2.1533)
H (-2.8447, 1.5297, -1.8691)
H (-3.9813, 1.6178, -3.1080)
H (-1.0493, 0.9035, -2.9652)
H (-2.2033, 0.6231, -4.3593)
H (-0.8799, 2.2362, -5.7380)
H (0.9602, 0.0346, -4.5595)
H (0.9839, 0.7863, -6.1615)
H (-0.3586, -0.2339, -5.7046)
H (1.0378, 3.1510, -4.9197)
H (-0.2286, 3.4899, -3.9068)
O (-3.3734, -0.5249, -0.5625)
H (-3.4973, -0.9321, 0.3228)
H (-2.9921, -1.1859, -1.1894)
O (-0.3748, 0.3043, -0.3163)
H (-1.2772, 0.2843, -0.6584)
H (0.2079, 0.6599, -1.0012)
O (2.9426, -0.8714, -3.0222)
H (2.6074, 0.0336, -2.8104)
H (3.8126, -0.7867, -3.4048)
O (1.5421, 1.4548, -2.0680)
H (1.9758, 1.9819, -1.4149)
H (1.3025, 2.0245, -2.8026)



## b
C24H74N6O10 | ωB97M-V/def2-TZVPD

The HOMO energy is -9.20 eV. As for the SMILES: COC[C@H](C)N.COC[C@H](C)N.COC[C@H](C)N.COC[C@H](C)N.COC[C@H](C)N.COC[C@H](C)N.O.O.O.O. The value obtained for the orbital gap is 9.308 eV. The LUMO energy is 0.11 eV.

CARTESIAN COORDINATES (ANGSTROEM)
C (-16.0291, 24.1295, -33.3109)
O (-16.4564, 23.7478, -31.9916)
C (-17.6793, 22.9978, -32.0571)
C (-18.9190, 23.7953, -32.5388)
C (-19.1811, 25.1903, -31.9436)
N (-20.1658, 23.0214, -32.4824)
H (-16.7848, 24.7057, -33.8447)
H (-15.8720, 23.2414, -33.9230)
H (-15.1240, 24.7349, -33.2623)
H (-17.5136, 22.0822, -32.6248)
H (-17.8773, 22.6091, -31.0582)
H (-18.7447, 24.0550, -33.5830)
H (-18.3817, 25.8688, -32.2417)
H (-19.2549, 25.2271, -30.8568)
H (-20.0842, 25.6688, -32.3225)
H (-20.9259, 23.4868, -32.9575)
H (-19.9799, 22.2226, -33.0718)
C (-32.5972, 24.8367, -33.5016)
O (-32.4311, 23.9542, -32.3698)
C (-33.5256, 24.1997, -31.4266)
C (-33.2116, 23.4007, -30.1290)
C (-32.9874, 21.9147, -30.2905)
N (-34.2786, 23.4930, -29.1830)
H (-32.4576, 25.8596, -33.1518)
H (-33.5736, 24.7061, -33.9684)
H (-31.7772, 24.5152, -34.1436)
H (-33.6364, 25.2535, -31.1711)
H (-34.4763, 23.9533, -31.8992)
H (-32.3183, 23.8392, -29.6842)
H (-32.8301, 21.4202, -29.3319)
H (-32.1095, 21.7243, -30.9080)
H (-33.7954, 21.4000, -30.8104)
H (-34.2375, 22.8910, -28.3731)
H (-34.1210, 24.4491, -28.8982)
C (-29.9507, 16.2476, -35.1164)
O (-31.3429, 16.6748, -35.2222)
C (-31.4363, 18.0539, -35.5847)
C (-32.9553, 18.5130, -35.7191)
C (-33.7423, 17.6118, -36.6375)
N (-33.0572, 19.8486, -36.2157)
H (-29.4943, 16.2634, -34.1267)
H (-29.3167, 16.7968, -35.8124)
H (-29.7708, 15.2092, -35.3948)
H (-30.9705, 18.6236, -34.7806)
H (-30.8316, 18.2039, -36.4792)
H (-33.2962, 18.5215, -34.6838)
H (-34.8063, 17.7799, -36.8039)
H (-33.6132, 16.5526, -36.4150)
H (-33.2721, 17.7509, -37.6110)
H (-34.0102, 20.1572, -36.0872)
H (-32.6510, 20.4325, -35.4986)
C (-30.1429, 16.5612, -27.2409)
O (-29.0898, 17.5036, -26.8713)
C (-29.0943, 17.7050, -25.4580)
C (-27.8723, 18.5483, -25.1048)
C (-27.9258, 19.0271, -23.6310)
N (-27.9081, 19.7852, -25.8713)
H (-31.1454, 16.8864, -26.9628)
H (-29.9436, 15.6012, -26.7649)
H (-30.1712, 16.3363, -28.3071)
H (-29.9778, 18.2419, -25.1128)
H (-29.1579, 16.7264, -24.9821)
H (-27.0754, 17.8367, -25.3208)
H (-28.6373, 19.8252, -23.4189)
H (-26.9526, 19.4154, -23.3306)
H (-28.2557, 18.2192, -22.9779)
H (-28.7943, 20.1623, -25.5670)
H (-28.1743, 19.5649, -26.8204)
C (-27.2768, 33.0985, -26.7114)
O (-27.0842, 31.7869, -27.2149)
C (-27.8854, 31.5027, -28.4001)
C (-27.8932, 29.9986, -28.6657)
C (-28.5746, 29.6256, -30.0258)
N (-28.6899, 29.3036, -27.6809)
H (-26.6957, 33.7998, -27.3102)
H (-26.8735, 33.1020, -25.6987)
H (-28.2917, 33.4468, -26.5194)
H (-28.9075, 31.8308, -28.2114)
H (-27.5043, 32.0213, -29.2799)
H (-26.8778, 29.6038, -28.7000)
H (-28.1520, 30.2330, -30.8262)
H (-29.6399, 29.8492, -29.9681)
H (-28.5492, 28.5833, -30.3437)
H (-29.6598, 29.5791, -27.7396)
H (-28.4743, 29.6877, -26.7720)
C (-24.7551, 13.6404, -26.1670)
O (-24.8748, 14.0292, -27.5186)
C (-23.7044, 14.6199, -27.9980)
C (-24.0124, 15.3038, -29.3860)
C (-22.6166, 15.6894, -30.0353)
N (-24.7284, 16.5591, -29.2529)
H (-25.7645, 13.4234, -25.8177)
H (-24.3904, 14.3753, -25.4493)
H (-24.0337, 12.8292, -26.0695)
H (-23.3328, 15.3654, -27.2950)
H (-22.8376, 13.9692, -28.1131)
H (-24.4953, 14.5318, -29.9851)
H (-22.7215, 16.2104, -30.9869)
H (-22.0351, 14.8037, -30.2915)
H (-21.8909, 16.2466, -29.4428)
H (-25.0418, 16.8404, -30.1708)
H (-25.6121, 16.4100, -28.7871)
O (-27.7318, 22.3738, -31.7858)
H (-27.2369, 21.9204, -32.4683)
H (-28.6129, 22.4649, -32.1487)
O (-23.7259, 21.2874, -29.0121)
H (-24.2035, 20.4658, -29.1263)
H (-23.0867, 21.2944, -29.7246)
O (-26.7015, 24.8578, -28.3365)
H (-27.3397, 25.5696, -28.2896)
H (-26.9320, 24.3808, -29.1337)
O (-25.3431, 19.9073, -34.4980)
H (-25.5560, 20.3374, -35.3262)
H (-24.4046, 19.7281, -34.5549)



Question: which arrangement is favored energetically? Ranking from most to least stable: a, b.